1.
Computed, not measured: an isolated molecule of C3H5NS in a non-equilibrium geometry, with the ωB97M-V functional and the def2-TZVPD basis.

Results
Energy above the lowest of the compared OMol25 structures with the same formula, charge and spin = 63.7 kcal/mol
SMILES = C=C=CNS
Energy = -15514.1104 eV
Max |F| = 3.85 eV Å⁻¹

The geometry in ORCA input format:
```
! RIJCOSX wB97M-V def2-TZVPD def2/J DEFGRID3
* xyz 0 1
C 0.0959 -0.4432 -2.1144
C -0.2543 0.0960 -0.9920
C -0.7055 0.4755 0.1836
N -0.1014 0.3610 1.4921
S 1.2231 -0.7509 1.8934
H -0.4088 -1.4094 -2.5735
H 0.7210 0.1756 -2.9324
H -1.5598 1.0664 0.1276
H -0.8669 0.1934 2.1579
H 1.8567 0.2355 2.7577
*
```

***

2.
Computed, not measured: a structure of composition C8H26N4O5Sm in a non-equilibrium geometry, with the ωB97M-V functional and the def2-TZVPD basis.

Results
Expectation value of S² = 8.86
Energy above the lowest of the compared OMol25 structures with the same formula, charge and spin = 191.9 kcal/mol
Energy = -42803.7770 eV
Max |F| = 9.41 eV Å⁻¹

The geometry in ORCA input format:
```
! RIJCOSX wB97M-V def2-TZVPD def2/J DEFGRID3
* xyz 1 6
O 3.8799 2.2669 -1.5515
H 4.0716 2.6635 -2.4075
Sm -0.3783 -0.0987 0.2444
N -2.1257 -0.5812 -0.5296
N 0.2459 -0.5536 -1.5614
O -3.4036 -0.5612 0.0623
O 1.5635 -0.6043 -2.0603
C -2.0708 -0.9842 -1.7468
C -0.6617 -1.0278 -2.3322
C -3.2563 -1.4410 -2.6043
C -0.4530 -1.5926 -3.7422
H -4.1974 -1.0076 -2.2658
H -3.3615 -2.5249 -2.5650
H -3.1442 -1.1439 -3.6464
H 0.5637 -1.9550 -3.8919
H -0.6424 -0.8268 -4.4937
H -1.1060 -2.4417 -3.9422
H -3.2253 -0.2562 0.9641
H 2.0471 -0.0320 -1.4334
O -0.1623 -2.4280 0.7102
H -0.9868 -1.8727 0.5573
H 0.5863 -1.9329 0.2525
C 2.5990 2.6157 -1.1851
H 2.3981 2.5294 -0.1267
H 1.8421 2.2552 -1.8671
H 2.5410 3.6948 -1.3299
O -1.3220 2.0466 0.1405
H -1.6423 1.2699 -0.4155
H -1.1695 1.6618 1.0537
N 1.7679 0.3902 1.2325
C 1.8632 -0.4389 2.4367
C 1.1350 0.1545 3.6538
C -0.2293 0.8021 3.3783
N -1.1322 -0.0241 2.5725
H 1.8841 1.3830 1.5270
H 2.5522 0.1166 0.6039
H 1.4385 -1.4307 2.2174
H 2.9261 -0.6047 2.7230
H 1.0337 -0.6560 4.4084
H 1.7672 0.9507 4.1046
H -0.6986 1.0371 4.3598
H -0.0640 1.7708 2.8669
H -2.0853 0.3953 2.6472
H -1.1872 -0.9846 2.9819
*
```

***

3.
Computed, not measured: a structure of composition C19H25BaIN4O3S, with the ωB97M-V functional and the def2-TZVPD basis.

Results
Energy above the lowest of the compared OMol25 structures with the same formula, charge and spin = 1.1 kcal/mol
Energy = -51844.0335 eV
Max |F| = 0.60 eV Å⁻¹

The geometry in ORCA input format:
```
! RIJCOSX wB97M-V def2-TZVPD def2/J DEFGRID3
* xyz 0 1
Ba -0.3410 1.0752 0.8792
C -3.1369 -0.4673 -3.0709
C -1.7176 -0.9192 -3.2552
N -1.4700 -1.7414 -4.2588
C -0.2215 -2.1769 -4.4508
C 0.8369 -1.7962 -3.6523
C 2.2263 -2.3103 -3.9113
O 3.1542 -1.2597 -4.1939
C 0.5837 -0.9138 -2.5973
C 1.7281 -0.4289 -1.7812
N 2.1555 -1.0486 -0.7577
C 3.4073 -0.6675 -0.2243
C 4.5050 -0.5076 -1.0774
C 5.7622 -0.2247 -0.5727
C 5.9551 -0.0978 0.7956
C 4.8794 -0.2566 1.6562
C 3.6251 -0.5507 1.1453
I 2.0061 -0.7102 2.4895
C -0.7159 -0.4631 -2.3546
O -1.0014 0.3108 -1.3301
H -3.7717 -0.9883 -3.7832
H -3.2181 0.6076 -3.2516
H -3.4831 -0.6740 -2.0550
H -0.0727 -2.8613 -5.2792
H 2.2042 -3.0367 -4.7279
H 2.6184 -2.8099 -3.0247
H 2.8121 -0.7563 -4.9403
H 2.2603 0.4599 -2.1457
H 4.3472 -0.6410 -2.1415
H 6.5948 -0.1130 -1.2548
H 6.9366 0.1171 1.1964
H 5.0121 -0.1547 2.7245
N -3.3256 2.0125 -0.9534
C -3.2177 3.2524 -0.4662
N -4.3429 3.9874 -0.4278
S -1.7699 3.9163 0.0987
H -4.1919 1.7116 -1.3696
H -2.5049 1.4349 -1.1592
H -5.2398 3.6097 -0.6796
H -4.3031 4.8887 0.0122
C -2.3972 1.4141 4.6224
C -1.6528 0.1396 4.2041
C -2.6421 -1.0290 4.1506
C -0.5605 -0.1675 5.2374
O -1.0705 0.3238 2.9546
H -2.8719 1.3009 5.6000
H -3.1682 1.6488 3.8847
H -1.6989 2.2528 4.6678
H -3.1259 -1.1953 5.1160
H -2.1186 -1.9411 3.8574
H -3.4116 -0.8224 3.4037
H -0.9652 -0.2827 6.2453
H 0.1697 0.6448 5.2436
H -0.0514 -1.0952 4.9629
*
```

***

4.
Computed, not measured: a cluster of 3 separate species, C4H12O2 in total, with the ωB97M-V functional and the def2-TZVPD basis.

Results
Energy above the lowest of the compared OMol25 structures with the same formula, charge and spin = 16.7 kcal/mol
SMILES = C=C(C)C.O.O
Energy = -8436.7893 eV
Max |F| = 0.97 eV Å⁻¹

The geometry in ORCA input format:
```
! RIJCOSX wB97M-V def2-TZVPD def2/J DEFGRID3
* xyz 0 1
C 0.3213 1.7433 0.1095
C -0.5290 0.7768 0.4236
C -1.1595 0.7218 1.7930
C -0.8785 -0.2946 -0.5762
H 0.7059 1.8023 -0.8867
H 0.6916 2.4380 0.8519
H -0.5378 1.2625 2.4987
H -1.2604 -0.3215 2.0819
H -2.1379 1.2070 1.7528
H -0.6136 0.1182 -1.5545
H -1.9067 -0.6217 -0.5724
H -0.2852 -1.1928 -0.4305
O -0.4342 -0.0998 -4.3338
H -0.9015 0.1189 -3.5296
H 0.0489 0.6469 -4.6876
O 2.9884 -3.1429 2.3232
H 2.5497 -2.6600 3.0381
H 3.3384 -2.5024 1.6987
*
```

***

5.
Computed, not measured: a cluster of 9 separate species, C33H43N8O in total in a non-equilibrium geometry, with the ωB97M-V functional and the def2-TZVPD basis.

Results
Energy above the lowest of the compared OMol25 structures with the same formula, charge and spin = 75.2 kcal/mol
Energy = -48877.4501 eV
Max |F| = 10.18 eV Å⁻¹

The geometry in ORCA input format:
```
! RIJCOSX wB97M-V def2-TZVPD def2/J DEFGRID3
* xyz -1 1
C 8.8280 45.0940 48.5040
O 8.3430 43.7720 48.4290
H 8.1540 45.6690 48.0130
H 9.6120 45.1870 47.8690
H 9.2690 45.4470 49.5460
N 10.5640 46.1320 52.3050
C 11.5030 46.5640 53.1620
C 11.3670 47.9410 53.3440
C 10.1550 48.3030 52.6060
C 9.5950 47.1550 52.0900
H 10.4850 45.1960 51.7260
H 12.2950 45.9110 53.4570
H 12.0870 48.5870 53.8900
H 9.6550 49.2920 52.5110
H 8.8870 46.9290 51.2540
N 10.1020 41.0640 46.6160
C 10.3630 40.1940 45.4410
C 11.2260 40.8180 44.6950
C 11.5630 42.2250 45.3750
C 10.9140 42.2520 46.5120
H 9.3880 40.8910 47.3850
H 9.7710 39.2070 45.4080
H 11.6670 40.2980 43.9230
H 12.2280 42.9850 44.9900
H 10.8760 43.0270 47.2030
N 9.9240 43.0140 50.6170
C 9.2820 43.2170 51.7160
C 9.8960 42.4540 52.7310
C 11.0030 41.7370 52.0010
C 10.9660 42.2100 50.6750
H 9.4090 43.4660 49.7290
H 8.4450 44.1150 51.7710
H 9.6840 42.3800 53.6620
H 11.7470 40.9690 52.3530
H 11.4930 41.7820 49.8150
N 8.4240 46.0960 44.4280
C 9.4300 46.9630 44.8420
C 9.7710 47.7130 43.7810
C 8.7950 47.3290 42.6910
C 8.0620 46.3280 43.1690
H 7.8700 45.3600 44.9220
H 9.6540 47.0100 45.8210
H 10.3600 48.5020 43.7970
H 8.5600 48.0760 41.8290
H 7.4350 45.6450 42.7290
N 7.2390 43.5800 45.9070
C 5.9350 43.8840 45.7230
C 5.5750 43.5680 44.3640
C 6.9070 42.6990 43.9870
C 7.8840 42.9930 44.7710
H 7.8150 43.7020 46.7340
H 5.3150 44.1520 46.5000
H 4.7120 43.5620 43.8960
H 7.0850 42.3560 42.9590
H 8.8790 42.8090 44.9200
N 10.5670 50.6470 49.2360
C 9.4510 51.1640 48.5110
C 8.7370 50.0310 48.0540
C 9.4720 48.8380 48.4810
C 10.4960 49.2700 49.2840
H 11.3450 51.2200 49.8560
H 9.2700 52.2660 48.3490
H 7.9760 50.1240 47.4190
H 9.2760 47.7950 48.2810
H 11.2110 48.9430 49.9350
N 7.6910 40.9410 48.3030
C 8.4880 40.1270 49.0520
C 8.2010 38.8720 48.5110
C 7.0820 38.9330 47.4850
C 6.8500 40.2480 47.4060
H 7.8910 41.9990 48.2200
H 9.3020 40.6580 49.7720
H 8.5880 38.0580 49.0110
H 6.7120 38.2070 46.8660
H 6.1580 40.6020 46.6060
N 5.8530 44.5830 49.1390
C 5.3000 45.8010 49.4890
C 3.9260 45.7240 49.3770
C 3.5410 44.2090 49.0470
C 4.7710 43.6650 48.8910
H 6.9550 44.3120 48.9900
H 6.0740 46.5380 49.7930
H 3.2250 46.4950 49.4490
H 2.5330 43.7490 49.1800
H 5.0220 42.7050 48.6400
*
```

***

6.
Computed, not measured: a cluster of 2 separate species, C3H11N2 in total in a non-equilibrium geometry, with the ωB97M-V functional and the def2-TZVPD basis.

Results
Energy above the lowest of the compared OMol25 structures with the same formula, charge and spin = 52.1 kcal/mol
Energy = -6261.3211 eV
Max |F| = 6.48 eV Å⁻¹

The geometry in ORCA input format:
```
! RIJCOSX wB97M-V def2-TZVPD def2/J DEFGRID3
* xyz 1 1
C -2.2323 -0.1512 0.3326
N -1.3341 0.3364 1.1640
H -1.9695 -0.5746 -0.5562
H -3.1405 0.3101 0.4347
H -1.6942 0.9252 2.0254
H 0.2099 -1.7359 -0.4606
C 0.8595 0.9439 -1.0078
C 1.5416 -0.1330 -0.2063
N 0.6175 -1.1403 0.3187
H 0.3200 0.4393 -1.7973
H 1.5347 1.4929 -1.6207
H 0.1232 1.6102 -0.5207
H 1.8101 0.4567 0.6452
H 2.4406 -0.6591 -0.6155
H -0.0621 -0.3666 0.8717
H 0.9757 -1.7539 0.9927
*
```